[1]
The following is a DFT calculation (ωB97M-V/def2-TZVPD) of a structure of composition C43H51AsFI2InN2O7P.

Computed properties:
- HOMO-LUMO gap: 7.53 eV
- HOMO energy: -0.3948 Eh
- Total charge: +1
- Energy above the lowest of the compared OMol25 structures with the same formula, charge and spin: 0.000 eV

Last column: Mulliken charge in e.
Element x y z (Å)
In 0.16635 -0.18921 -0.89442  1.35
O 2.22570 0.89831 -1.32619  -0.86
C 2.26220 1.16218 -0.08995  -0.68
O 1.78637 0.38317 0.76770  -0.47
C 2.45277 2.58389 0.30853  1.04
C 3.63807 3.29404 0.36052  -0.49
C 3.60116 4.64515 0.67446  -0.71
C 2.38672 5.27588 0.90210  -0.68
C 1.19877 4.56392 0.81995  -0.51
C 1.21920 3.20394 0.53141  -0.20
P -0.33122 2.21910 0.39226  1.80
C -0.85162 1.96846 2.11006  0.65
C -2.20884 1.90917 2.42378  -0.13
C -2.61100 1.78001 3.74324  -0.95
C -1.66231 1.68548 4.75226  -0.60
C -0.31157 1.70431 4.43799  -0.98
C 0.09723 1.84616 3.12041  -0.64
C -1.51185 3.41491 -0.29391  -0.05
C -2.17017 4.36820 0.48255  0.15
C -2.97515 5.32126 -0.12058  -0.91
C -3.12730 5.33390 -1.50067  -0.92
C -2.47755 4.38702 -2.27753  -0.26
C -1.67678 3.42918 -1.67590  0.01
H 4.57803 2.79741 0.16108  0.53
H 4.52172 5.20993 0.73178  0.42
H 2.36195 6.33110 1.13790  0.45
H 0.25937 5.07719 0.97443  0.38
H -2.95661 1.98817 1.64295  0.11
H -3.66543 1.74811 3.98267  0.46
H -1.97881 1.58805 5.78233  0.46
H 0.43024 1.62176 5.22166  0.47
H 1.15177 1.86826 2.87875  0.46
H -2.05807 4.36922 1.55955  0.52
H -3.48269 6.05671 0.48897  0.45
H -3.75668 6.07908 -1.96791  0.41
H -2.59853 4.39054 -3.35298  0.51
H -1.14741 2.70541 -2.28090  -0.40
C 3.58403 -4.57438 3.80703  -1.80
C 2.14446 -4.42140 4.27488  0.52
C 2.08196 -3.84856 5.68146  -0.99
C 0.64420 -3.77058 6.15900  -1.18
C -0.19082 -3.00276 5.17486  1.17
C -1.36367 -2.39917 5.56360  -0.66
C -2.12899 -1.68767 4.64395  -0.23
F -3.28182 -1.14554 5.07144  -0.43
C -1.73382 -1.51425 3.35057  -0.52
C -0.53936 -2.11599 2.93121  0.71
C -0.11055 -1.93899 1.55250  1.14
O -0.75329 -1.11969 0.82444  -0.45
C 0.95460 -2.76078 1.12833  0.06
C 1.62224 -3.51895 2.05848  -0.54
N 1.34812 -3.55040 3.36312  0.23
C 0.21520 -2.88803 3.82840  -1.01
C 1.35982 -2.98492 -0.30940  -0.60
O 1.80052 -4.08434 -0.61017  -0.73
O 1.19832 -2.01611 -1.13768  -0.32
H 4.15119 -5.06031 4.59988  0.44
H 4.03672 -3.60101 3.61376  0.35
H 3.68418 -5.19295 2.91780  0.53
H 1.65472 -5.40143 4.27651  0.15
H 2.54448 -2.85747 5.68678  0.32
H 2.66953 -4.48844 6.33915  0.39
H 0.58284 -3.29360 7.13744  0.48
H 0.24058 -4.78102 6.27504  0.35
H -1.70547 -2.47515 6.58784  0.54
H -2.31227 -0.92914 2.65220  0.77
H 2.42754 -4.14499 1.70830  0.67
C -0.00012 -3.50500 -3.82237  -1.24
C -0.79798 -2.26229 -4.17920  -0.76
As -0.09697 -0.56462 -3.52229  0.48
C 1.75363 -0.64899 -4.12783  -0.31
C 1.98869 -0.79285 -5.62459  -1.51
C -1.27041 0.64465 -4.51235  0.53
C -0.86100 0.96400 -5.94273  -1.44
H -0.50457 -4.39157 -4.21000  0.45
H 0.12839 -3.61119 -2.74861  0.08
H 0.99715 -3.48214 -4.26225  0.31
H -1.82636 -2.32225 -3.82459  0.53
H -0.83625 -2.12406 -5.26481  0.65
H 2.11403 -1.52701 -3.58624  0.43
H 2.27859 0.20517 -3.70946  0.30
H 1.37466 -1.57883 -6.06775  0.31
H 3.03106 -1.06291 -5.79769  0.45
H 1.79327 0.13306 -6.16150  0.31
H -1.35764 1.55700 -3.92918  -0.51
H -2.24010 0.13901 -4.48414  0.59
H 0.05106 1.55976 -5.96200  0.22
H -1.64700 1.54127 -6.43143  0.42
H -0.69500 0.06611 -6.53874  0.35
C -1.77781 -4.60127 -0.40552  -0.88
C -2.54293 -3.53024 -1.12895  0.37
N -3.82465 -3.80130 -1.42853  -0.36
O -2.03121 -2.44661 -1.41849  0.14
H -2.20678 -5.59049 -0.55391  0.53
H -1.80356 -4.36742 0.66107  0.17
H -0.73961 -4.59886 -0.72932  0.05
H -4.25119 -4.67163 -1.16665  0.21
H -4.39913 -3.08374 -1.84031  0.19
I -3.43034 -0.15432 -1.12078  0.46
I -5.06835 1.91519 -0.61455  -0.26
C 1.69190 4.62166 -2.86675  -0.99
C 1.20933 3.56269 -3.83749  -0.45
O 0.86747 2.34759 -3.17481  0.05
H 1.91476 5.55069 -3.39203  0.49
H 2.60110 4.29533 -2.35680  0.30
H 0.93107 4.82448 -2.11204  0.07
H 1.96570 3.36741 -4.60662  0.38
H 0.30226 3.89537 -4.34801  0.37
H 1.61164 2.07774 -2.60885  -0.04



[2]
The following is a DFT calculation (ωB97M-V/def2-TZVPD) of a structure of composition C43H51BBrN12SSr in a non-equilibrium geometry.

Computed properties:
- HOMO-LUMO gap: 6.55 eV
- HOMO energy: -0.3131 Eh
- Total charge: +1

Last column: Mulliken charge in e.
Element x y z (Å)
Sr 0.22144 -1.05429 -0.72809  2.25
C -0.89992 -4.14349 -1.60793  -0.82
C -1.83274 -4.17384 -2.80286  -1.43
C -2.78353 -3.00793 -2.95643  0.57
C -3.36914 -2.75768 -4.18916  -0.83
C -4.26126 -1.70703 -4.30716  -0.55
C -4.54385 -0.94018 -3.18739  -0.90
C -3.92144 -1.26875 -1.99286  -0.09
N -3.05434 -2.28479 -1.86800  0.41
N 0.17257 -3.09682 -1.57795  0.55
C 1.07263 -3.38372 -0.41584  -1.34
C 2.30672 -2.44450 -0.15258  2.43
C 3.11777 -2.77012 0.91810  -1.30
C 4.23715 -1.99574 1.16402  -0.57
C 4.53077 -0.93413 0.32153  -0.69
C 3.67072 -0.66353 -0.72255  -0.95
N 2.56555 -1.39134 -0.95547  -0.04
C 0.95367 -3.00547 -2.86365  -1.11
C 0.25695 -2.12266 -3.89400  0.08
C 0.31781 -2.42105 -5.24476  -0.98
C -0.32856 -1.58582 -6.14508  -0.65
C -1.02261 -0.48831 -5.66652  -1.19
C -1.02063 -0.24916 -4.30578  -0.12
N -0.38423 -1.02927 -3.42451  1.07
H -0.42159 -5.12597 -1.56966  0.53
H -1.48413 -4.01606 -0.69764  -0.23
H -2.41986 -5.08558 -2.66365  0.71
H -1.29236 -4.30963 -3.74016  0.26
H -3.12323 -3.38046 -5.04241  0.46
H -4.72794 -1.48604 -5.26136  0.44
H -5.22549 -0.09731 -3.23217  0.48
H -4.11917 -0.69035 -1.09791  0.35
H 1.49499 -4.38070 -0.52373  0.83
H 0.45901 -3.42759 0.50977  -0.23
H 2.86233 -3.60142 1.56263  0.50
H 4.87737 -2.21675 2.00906  0.46
H 5.39991 -0.31172 0.48199  0.47
H 3.83865 0.16571 -1.40165  0.45
H 1.18333 -3.99452 -3.26481  0.38
H 1.91801 -2.55567 -2.66806  0.48
H 0.85666 -3.29806 -5.58312  0.54
H -0.29377 -1.79485 -7.20757  0.43
H -1.56471 0.17207 -6.33184  0.57
H -1.54410 0.60631 -3.89085  0.30
C 0.17478 6.42743 1.50432  -1.35
C -0.58574 5.49702 0.58601  0.71
C -1.42462 5.95732 -0.42231  -0.56
C -2.09503 5.06611 -1.24303  -0.78
C -1.88031 3.72094 -1.00306  0.10
Br -2.74584 2.43844 -2.14937  -0.09
N -1.10066 3.24300 -0.07228  0.08
C -0.46639 4.12181 0.71386  -0.56
H 0.06672 7.46604 1.19139  0.38
H 1.23955 6.18349 1.51609  0.32
H -0.18761 6.34594 2.53199  0.32
H -1.55252 7.02352 -0.57333  0.37
H -2.75120 5.39784 -2.03569  0.49
H 0.17642 3.69319 1.48128  0.51
S 0.93398 -0.20918 2.07204  -0.48
C 2.02501 1.10879 1.70121  -0.37
N 2.90724 1.59042 2.52153  -0.26
N 2.99916 1.00704 3.70999  0.33
C 3.94424 1.44883 4.66055  0.52
C 4.78608 2.52632 4.41379  -0.44
C 5.70112 2.91020 5.38640  -0.46
C 5.78853 2.23361 6.59672  -0.59
C 4.94089 1.15984 6.83072  -0.51
C 4.02092 0.76642 5.86845  -0.40
N 2.11003 1.86746 0.48802  -0.56
N 1.39901 1.53535 -0.45934  1.91
C 1.59523 2.39559 -1.62078  -0.82
C 0.76813 2.12713 -2.69273  1.64
C 0.85134 2.87673 -3.85830  -0.63
C 1.77361 3.90688 -3.94024  -0.79
C 2.60599 4.17645 -2.85310  -0.68
C 2.52048 3.42641 -1.69098  -0.89
H 2.37727 0.23130 3.90660  -0.03
H 4.71253 3.05084 3.47040  0.39
H 6.35435 3.75363 5.19311  0.36
H 6.50451 2.54111 7.34823  0.38
H 4.99415 0.62034 7.76932  0.35
H 3.35684 -0.07266 6.05411  0.34
H 0.04270 1.33549 -2.59510  -0.54
H 0.19333 2.66042 -4.69393  0.44
H 1.84919 4.50011 -4.84424  0.42
H 3.32977 4.98048 -2.91548  0.44
H 3.16007 3.62820 -0.84076  0.52
N -3.70057 -1.75671 3.54550  0.52
C -4.22824 -2.69671 2.49870  -1.06
C -3.16646 -2.87908 1.43157  0.26
N -1.87706 -3.35689 1.96576  -0.11
C -1.40394 -2.47155 3.04700  0.16
C -2.42613 -2.27834 4.15176  -1.00
H -4.40012 -1.59063 4.26549  0.34
H -3.51896 -0.84115 3.11830  -0.72
H -5.13942 -2.26498 2.09053  0.41
H -4.46365 -3.63874 2.99046  0.38
H -2.99423 -1.92952 0.93160  -0.48
H -3.53401 -3.57654 0.68142  0.62
H -1.97995 -4.31135 2.29299  0.31
H -1.16436 -1.49944 2.61291  -0.51
H -0.48928 -2.86870 3.48142  0.66
H -2.08349 -1.56127 4.89500  0.43
H -2.66204 -3.22100 4.64251  0.37
B -3.49616 0.76051 2.12994  0.30
C -2.46342 0.44539 0.96720  -0.60
N -1.71313 0.12826 0.15414  -0.45
H -2.89286 0.53682 3.19225  -0.01
H -4.48270 0.02133 1.98870  -0.17
H -3.80837 1.93286 2.13088  -0.16